{"formula": "C39H35AsCoN2O6SSb2Se", "method": "ωB97M-V/def2-TZVPD", "de_lowest_kcal_mol": 103.8, "total_energy_ev": -243991.0127, "multiplicity": 2, "e_lumo_ev": [-3.626, -3.731], "s2": 0.81, "fmax_ev_per_a": 0.5, "homo_lumo_gap_ev": [4.06, 4.06], "elements": ["Co", "C", "C", "C", "Sb", "C", "C", "C", "C", "C", "C", "C", "C", "C", "C", "C", "C", "Sb", "C", "C", "C", "C", "C", "C", "C", "C", "C", "C", "C", "C", "H", "H", "H", "H", "H", "H", "H", "H", "H", "H", "H", "H", "H", "H", "H", "H", "H", "H", "H", "H", "H", "H", "H", "H", "H", "H", "O", "As", "O", "O", "C", "C", "C", "C", "C", "C", "S", "O", "O", "O", "H", "H", "H", "H", "H", "Se", "N", "C", "C", "C", "C", "C", "C", "N", "H", "H", "H", "H"], "positions_angstrom": [[-1.285, -1.306, 1.044], [0.677, 2.070, 0.781], [1.706, 1.174, 0.096], [1.453, -0.307, 0.377], [2.303, -1.870, -0.845], [4.225, -0.919, -0.978], [4.946, -0.933, -2.170], [6.227, -0.401, -2.235], [6.810, 0.154, -1.106], [6.110, 0.165, 0.091], [4.832, -0.373, 0.150], [1.628, -1.316, -2.785], [1.904, -0.102, -3.412], [1.515, 0.117, -4.723], [0.849, -0.877, -5.427], [0.559, -2.084, -4.812], [0.943, -2.299, -3.495], [-1.261, 2.675, -0.023], [-1.370, 1.895, -2.005], [-1.599, 0.535, -2.210], [-1.963, 0.059, -3.460], [-2.115, 0.938, -4.522], [-1.877, 2.291, -4.334], [-1.507, 2.769, -3.084], [-0.555, 4.625, -0.554], [0.635, 4.790, -1.266], [1.110, 6.055, -1.573], [0.400, 7.180, -1.172], [-0.782, 7.031, -0.467], [-1.254, 5.759, -0.160], [1.096, 3.067, 0.952], [0.452, 1.668, 1.774], [2.685, 1.432, 0.510], [1.780, 1.377, -0.976], [0.373, -0.500, 0.386], [1.800, -0.554, 1.388], [4.505, -1.350, -3.067], [6.769, -0.418, -3.172], [7.807, 0.573, -1.158], [6.558, 0.592, 0.979], [4.306, -0.359, 1.100], [2.471, 0.666, -2.898], [1.735, 1.064, -5.199], [0.550, -0.707, -6.453], [0.035, -2.861, -5.354], [0.709, -3.245, -3.020], [-1.534, -0.166, -1.393], [-2.151, -0.999, -3.587], [-2.418, 0.570, -5.493], [-1.990, 2.983, -5.160], [-1.347, 3.833, -2.957], [1.192, 3.921, -1.600], [2.033, 6.165, -2.129], [0.769, 8.168, -1.411], [-1.342, 7.903, -0.155], [-2.183, 5.658, 0.389], [-5.241, -1.170, 1.843], [-4.062, -1.745, 0.644], [-4.860, -2.086, -0.718], [-2.935, -0.432, 0.585], [-3.033, -2.934, 1.868], [-3.563, -3.003, 3.183], [-2.952, -3.302, 4.363], [-0.601, -2.610, 3.683], [-0.544, -3.072, 2.263], [-1.704, -3.306, 1.522], [-1.376, -3.712, -0.219], [-2.586, -4.231, -0.769], [-0.182, -4.504, -0.279], [-1.121, -2.268, -0.632], [-6.053, -1.031, 1.336], [-4.611, -2.741, 3.263], [-3.555, -3.322, 5.261], [0.413, -2.588, 4.097], [0.370, -3.539, 1.911], [-2.504, 0.880, 3.184], [-1.482, -0.556, 2.771], [-1.216, -1.250, 3.835], [-1.484, -3.616, 4.521], [-1.114, -3.606, 5.946], [-1.188, -2.498, 6.749], [-1.632, -1.234, 6.348], [-1.729, -0.662, 5.050], [-2.356, 0.494, 4.898], [-1.269, -4.611, 4.119], [-0.809, -4.538, 6.408], [-1.011, -2.631, 7.808], [-1.929, -0.554, 7.140]]}

***

{"formula": "C34H23ClN7O5S3Y", "method": "ωB97M-V/def2-TZVPD", "de_lowest_kcal_mol": 0.0, "total_energy_ev": -102378.7124, "multiplicity": 1, "total_charge": -2, "e_lumo_ev": 4.065, "fmax_ev_per_a": 2.7, "homo_lumo_gap_ev": 5.85, "elements": ["Y", "Cl", "C", "C", "C", "C", "O", "C", "C", "N", "C", "C", "C", "C", "C", "C", "C", "C", "N", "C", "C", "H", "H", "H", "H", "H", "H", "H", "H", "H", "H", "N", "C", "C", "C", "C", "C", "C", "S", "O", "O", "N", "C", "N", "C", "C", "C", "N", "H", "H", "H", "H", "H", "H", "H", "H", "H", "O", "C", "O", "C", "C", "C", "C", "C", "C", "S", "H", "H", "H", "H", "S", "C", "N"], "positions_angstrom": [[11.388, 8.146, 12.532], [16.406, 11.233, 17.470], [15.444, 10.803, 16.075], [16.078, 10.326, 14.926], [15.346, 9.903, 13.847], [13.927, 9.867, 13.862], [13.255, 9.270, 12.954], [13.283, 10.448, 15.031], [11.812, 10.353, 15.156], [11.065, 10.309, 13.904], [9.969, 11.046, 13.719], [9.715, 12.316, 14.289], [8.504, 12.976, 14.112], [7.542, 12.502, 13.235], [7.777, 11.343, 12.482], [6.916, 10.908, 11.418], [7.257, 9.801, 10.685], [8.378, 9.071, 11.050], [9.234, 9.447, 12.013], [8.990, 10.593, 12.707], [14.054, 10.975, 16.035], [17.164, 10.214, 14.907], [15.886, 9.480, 13.000], [11.388, 11.141, 15.826], [10.438, 12.718, 14.981], [8.331, 13.905, 14.662], [6.599, 13.015, 13.146], [6.002, 11.496, 11.254], [6.663, 9.493, 9.813], [8.529, 8.114, 10.583], [13.604, 11.550, 16.856], [17.524, 7.463, 8.293], [16.579, 6.675, 8.893], [15.851, 5.701, 8.146], [14.748, 5.081, 8.731], [14.365, 5.432, 10.020], [15.190, 6.210, 10.851], [16.225, 6.890, 10.260], [12.682, 5.203, 10.552], [12.744, 4.806, 11.952], [11.987, 4.432, 9.543], [12.107, 6.791, 10.708], [11.949, 7.609, 9.669], [12.122, 7.357, 8.349], [12.056, 8.341, 7.469], [11.778, 9.656, 7.835], [11.519, 9.862, 9.165], [11.547, 8.871, 10.062], [18.085, 7.029, 7.562], [18.156, 7.919, 8.943], [16.191, 5.484, 7.138], [14.109, 4.390, 8.169], [14.992, 6.318, 11.914], [16.826, 7.570, 10.833], [12.218, 8.019, 6.439], [11.723, 10.469, 7.106], [11.222, 10.834, 9.548], [14.702, 6.671, 14.323], [13.577, 6.911, 14.813], [12.506, 6.988, 14.061], [13.424, 7.120, 16.321], [14.468, 6.634, 17.142], [14.473, 6.911, 18.496], [13.444, 7.618, 19.118], [12.455, 8.166, 18.347], [12.491, 7.977, 16.963], [11.257, 8.769, 16.060], [15.221, 6.023, 16.653], [15.271, 6.550, 19.131], [13.473, 7.734, 20.218], [11.622, 8.714, 18.800], [6.588, 6.678, 13.377], [8.216, 6.718, 13.351], [9.400, 6.791, 13.304]]}

***

{"formula": "C19H23N3O4", "method": "ωB97M-V/def2-TZVPD", "de_lowest_kcal_mol": 69.2, "total_energy_ev": -32736.7952, "multiplicity": 1, "e_lumo_ev": 0.679, "fmax_ev_per_a": 0.7, "homo_lumo_gap_ev": 8.79, "elements": ["C", "C", "O", "C", "C", "C", "C", "C", "C", "N", "C", "O", "N", "N", "C", "O", "C", "C", "C", "C", "C", "C", "O", "C", "C", "C", "H", "H", "H", "H", "H", "H", "H", "H", "H", "H", "H", "H", "H", "H", "H", "H", "H", "H", "H", "H", "H", "H", "H"], "positions_angstrom": [[-4.022, -1.034, -3.390], [-4.471, -0.916, -1.942], [-3.503, -0.146, -1.256], [-3.672, 0.087, 0.085], [-4.741, -0.354, 0.844], [-4.804, -0.056, 2.198], [-3.803, 0.682, 2.797], [-2.727, 1.131, 2.049], [-2.651, 0.842, 0.697], [-1.601, 1.250, -0.130], [-0.496, 1.967, 0.200], [-0.210, 2.400, 1.300], [0.298, 2.266, -0.901], [1.588, 2.730, -0.593], [2.650, 2.119, -1.177], [2.503, 1.383, -2.133], [3.985, 2.476, -0.561], [4.082, 1.869, 0.853], [3.544, 0.462, 0.843], [4.256, -0.562, 0.238], [3.737, -1.842, 0.141], [2.474, -2.117, 0.652], [1.856, -3.332, 0.599], [2.527, -4.399, -0.024], [1.758, -1.096, 1.275], [2.290, 0.173, 1.370], [-3.944, -0.047, -3.838], [-4.741, -1.623, -3.952], [-3.050, -1.517, -3.441], [-5.451, -0.423, -1.887], [-4.550, -1.912, -1.486], [-5.533, -0.932, 0.394], [-5.645, -0.407, 2.776], [-3.853, 0.912, 3.850], [-1.940, 1.707, 2.505], [-1.715, 0.961, -1.091], [0.353, 1.625, -1.688], [1.621, 3.120, 0.343], [4.103, 3.560, -0.520], [4.760, 2.057, -1.202], [3.509, 2.472, 1.560], [5.126, 1.877, 1.171], [5.235, -0.362, -0.173], [4.323, -2.608, -0.340], [1.853, -5.251, 0.043], [3.464, -4.640, 0.488], [2.733, -4.184, -1.078], [0.781, -1.318, 1.675], [1.715, 0.946, 1.858]]}

***

{"formula": "C78H59F11O8Pd", "method": "ωB97M-V/def2-TZVPD", "total_energy_ev": -131588.1290, "multiplicity": 3, "total_charge": -2, "e_lumo_ev": [3.398, 2.191], "s2": 2.04, "fmax_ev_per_a": 6.3, "homo_lumo_gap_ev": [5.67, 4.45], "elements": ["Pd", "C", "C", "C", "O", "C", "C", "C", "O", "O", "O", "H", "H", "C", "C", "C", "O", "C", "C", "C", "O", "O", "O", "H", "H", "F", "C", "C", "C", "C", "C", "C", "H", "H", "H", "H", "H", "F", "C", "C", "C", "C", "C", "C", "H", "H", "H", "H", "H", "F", "C", "C", "C", "C", "C", "C", "H", "H", "H", "H", "H", "F", "C", "C", "C", "C", "C", "C", "H", "H", "H", "H", "H", "F", "C", "C", "C", "C", "C", "C", "H", "H", "H", "H", "H", "F", "C", "C", "C", "C", "C", "C", "H", "H", "H", "H", "H", "F", "C", "C", "C", "C", "C", "C", "H", "H", "H", "H", "H", "F", "C", "C", "C", "C", "C", "C", "H", "H", "H", "H", "H", "F", "C", "C", "C", "C", "C", "C", "H", "H", "H", "H", "H", "F", "C", "C", "C", "C", "C", "C", "H", "H", "H", "H", "H", "F", "C", "C", "C", "C", "C", "C", "H", "H", "H", "H", "H"], "positions_angstrom": [[2.390, 0.898, -0.001], [-0.381, -2.439, -0.130], [0.353, -1.193, -0.099], [-0.303, 0.186, -0.666], [0.390, 1.179, -0.583], [-1.696, 0.165, -1.030], [-2.361, -0.999, -0.913], [-1.683, -2.349, -0.508], [-2.334, -3.445, -0.543], [-3.621, -0.911, -1.284], [1.533, -0.985, 0.222], [0.062, -3.378, 0.164], [-2.173, 1.095, -1.304], [-4.594, 6.316, -1.863], [-3.550, 7.279, -1.687], [-2.037, 6.789, -1.989], [-1.171, 7.679, -2.075], [-1.928, 5.314, -2.241], [-2.973, 4.515, -2.424], [-4.374, 5.035, -2.220], [-5.464, 4.344, -2.498], [-2.768, 3.314, -2.799], [-3.728, 8.486, -1.502], [-5.626, 6.604, -1.724], [-0.948, 4.891, -2.404], [4.769, -3.668, 6.183], [3.885, -4.037, 5.167], [3.520, -5.357, 4.884], [2.561, -5.687, 3.919], [2.018, -4.681, 3.105], [2.310, -3.314, 3.401], [3.220, -3.030, 4.469], [4.121, -6.062, 5.440], [2.177, -6.679, 3.735], [1.429, -4.953, 2.242], [1.976, -2.499, 2.775], [3.324, -1.989, 4.740], [2.700, 2.400, -1.743], [2.614, 3.674, -1.968], [1.698, 4.188, -2.861], [1.541, 5.560, -2.957], [2.327, 6.407, -2.157], [3.269, 5.910, -1.258], [3.465, 4.518, -1.230], [1.037, 3.481, -3.340], [0.815, 6.040, -3.596], [2.183, 7.464, -2.320], [3.914, 6.519, -0.643], [4.207, 4.113, -0.558], [1.417, 0.973, 2.290], [1.298, 0.543, 3.582], [2.205, 0.950, 4.588], [1.958, 0.508, 5.868], [0.956, -0.391, 6.112], [0.106, -0.833, 5.119], [0.284, -0.311, 3.877], [3.074, 1.584, 4.492], [2.614, 0.753, 6.690], [0.770, -0.714, 7.126], [-0.715, -1.485, 5.378], [-0.301, -0.702, 3.058], [-4.553, -2.030, 1.324], [-4.699, -1.331, 2.501], [-5.926, -0.892, 2.994], [-5.937, -0.168, 4.202], [-4.727, 0.128, 4.853], [-3.506, -0.264, 4.330], [-3.524, -1.019, 3.141], [-6.848, -1.133, 2.486], [-6.857, 0.112, 4.693], [-4.723, 0.708, 5.764], [-2.571, -0.064, 4.832], [-2.659, -1.447, 2.656], [-4.026, -4.863, 1.716], [-3.481, -4.718, 2.915], [-2.156, -4.554, 2.972], [-1.533, -4.345, 4.208], [-2.383, -4.139, 5.344], [-3.728, -4.434, 5.269], [-4.283, -4.793, 4.025], [-1.463, -4.582, 2.144], [-0.488, -4.092, 4.315], [-2.125, -3.776, 6.327], [-4.433, -4.255, 6.067], [-5.326, -5.012, 3.850], [1.903, 2.941, 0.764], [1.210, 3.878, 1.403], [0.016, 4.444, 0.805], [-0.581, 5.551, 1.384], [-0.120, 5.937, 2.619], [0.985, 5.319, 3.266], [1.686, 4.357, 2.595], [-0.338, 4.017, -0.122], [-1.474, 5.987, 0.960], [-0.573, 6.749, 3.168], [1.386, 5.746, 4.173], [2.549, 3.945, 3.095], [3.299, -0.141, -1.656], [3.683, -0.481, -2.909], [4.965, -0.060, -3.273], [5.415, -0.369, -4.546], [4.646, -1.065, -5.465], [3.345, -1.476, -5.140], [2.851, -1.239, -3.803], [5.658, 0.507, -2.670], [6.415, -0.085, -4.838], [5.039, -1.237, -6.457], [2.797, -1.981, -5.921], [1.861, -1.531, -3.483], [3.227, -6.753, 0.358], [3.703, -5.836, -0.506], [4.948, -6.025, -1.063], [5.522, -4.948, -1.833], [4.817, -3.774, -2.071], [3.584, -3.653, -1.447], [2.985, -4.680, -0.724], [5.481, -6.937, -0.839], [6.513, -5.182, -2.191], [5.169, -3.050, -2.791], [3.106, -2.688, -1.521], [1.997, -4.604, -0.293], [0.163, -4.384, -7.439], [0.155, -4.214, -6.130], [-0.853, -3.473, -5.546], [-0.819, -3.233, -4.196], [0.212, -3.790, -3.460], [1.243, -4.535, -4.034], [1.162, -4.753, -5.378], [-1.660, -3.141, -6.182], [-1.578, -2.624, -3.727], [0.166, -3.569, -2.404], [2.145, -4.867, -3.543], [1.994, -5.314, -5.776], [-4.996, 1.947, -0.167], [-4.364, 2.578, 0.870], [-3.317, 2.008, 1.572], [-2.725, 2.683, 2.628], [-3.079, 3.992, 2.936], [-4.090, 4.604, 2.166], [-4.713, 3.898, 1.183], [-3.062, 0.970, 1.423], [-1.938, 2.163, 3.154], [-2.462, 4.531, 3.639], [-4.369, 5.636, 2.322], [-5.521, 4.418, 0.691], [-2.585, 0.856, -4.308], [-1.414, 0.859, -4.970], [-0.231, 1.372, -4.386], [0.938, 1.357, -5.078], [0.931, 0.901, -6.421], [-0.202, 0.383, -6.995], [-1.407, 0.353, -6.261], [-0.294, 1.626, -3.338], [1.877, 1.753, -4.721], [1.815, 0.904, -7.041], [-0.246, -0.020, -7.996], [-2.354, -0.076, -6.554]]}

***

{"formula": "CH5S3", "method": "ωB97M-V/def2-TZVPD", "de_lowest_kcal_mol": 0.0, "total_energy_ev": -33623.0035, "multiplicity": 2, "e_lumo_ev": [0.555, -2.009], "s2": 0.75, "fmax_ev_per_a": 2.0, "homo_lumo_gap_ev": [9.54, 7.32], "elements": ["S", "H", "C", "S", "S", "H", "H", "H", "H"], "positions_angstrom": [[-2.998, -0.486, -0.908], [-3.320, -1.631, -0.295], [1.699, 0.597, -0.133], [1.092, -0.885, 0.671], [-0.242, -0.092, 1.979], [2.307, 1.283, 0.453], [0.900, 1.168, -0.602], [2.387, 0.258, -0.925], [-1.825, -0.211, -0.240]]}